{"formula": "C2H6Cl2OSi", "method": "ωB97M-V/def2-TZVPD", "largest_force_ev_per_a": 3.71, "relative_energy_kj_mol": 204.27, "homo_energy_ha": -0.3499, "smiles": "C[Si](Cl)(Cl)CO", "species": ["C", "Si", "Cl", "Cl", "C", "O", "H", "H", "H", "H", "H", "H"], "positions_angstrom": [[0.567, 1.622, 0.288], [-0.315, 0.282, 1.300], [0.665, 0.201, 3.072], [-2.337, 0.226, 1.421], [-0.101, -1.454, 0.229], [-1.074, -1.443, -0.785], [0.887, 2.450, 0.890], [1.564, 1.223, 0.014], [-0.073, 2.125, -0.517], [-0.091, -2.430, 0.920], [0.954, -1.493, -0.368], [-1.926, -1.201, -0.288]], "forces_ev_per_angstrom": [[-1.00, 0.58, -0.30], [1.91, -1.89, -2.56], [-0.10, -0.06, 0.52], [-0.70, 0.65, 0.49], [2.89, -0.30, 0.83], [-2.04, 0.29, 1.34], [-0.22, 0.58, 0.83], [-0.84, -0.19, -0.63], [1.17, -1.22, 0.66], [-0.28, 1.93, -1.38], [-2.31, 0.27, 1.65], [1.51, -0.65, -1.45]]}